The following is a DFT calculation (wB97M-V/def2-TZVPD) of C57H59F6N6O5P2RbS6 as an isolated structure.

Output
HOMO level (alpha / beta): -0.56 / -0.65 eV
LUMO energy (alpha / beta): 3.4 / 3.4 eV
Frontier orbital gap (alpha / beta): 3.9 / 4.0 eV
Maximum force: 0.045 hartree/bohr
Charge: -2
DFT total energy: -179794.400 eV
Energy above the lowest of the compared OMol25 structures with the same formula, charge and spin: 1.5129 eV

```
142
Properties=species:S:1:pos:R:3:forces:R:3:lowdin_charge:R:1
Rb -0.84498 -0.63501 -0.16991 1.18 1.95 0.28 0.796
F -5.85262 -1.04265 1.09393 -0.15 0.13 0.14 0.146
C -4.81197 -0.84357 0.29211 0.07 -0.07 0.05 -0.697
F -3.98271 0.03306 0.84456 0.03 0.25 0.03 0.114
F -5.23979 -0.37974 -0.87354 -0.08 0.13 -0.06 0.152
S -3.93218 -2.41145 0.00798 0.34 -0.44 -0.40 0.589
O -2.79177 -2.02894 -0.81855 -1.53 -0.76 -0.05 -0.521
O -4.94067 -3.25690 -0.56234 0.20 -0.04 0.11 -0.268
N -3.49519 -2.85247 1.45614 0.22 -0.06 -0.14 -0.280
S -1.94074 -2.94560 1.76897 -0.06 -0.36 -0.06 0.551
O -1.21980 -3.84574 0.89657 -0.09 0.24 0.22 -0.299
O -1.30939 -1.67441 2.03301 -0.42 -0.83 1.07 -0.516
C -2.00961 -3.83437 3.41608 -0.09 0.17 -0.32 -0.675
F -1.46611 -3.07010 4.34646 0.12 0.04 0.30 0.123
F -3.24380 -4.15844 3.77683 -0.11 -0.02 0.13 0.134
F -1.29816 -4.95761 3.31574 0.07 -0.18 0.10 0.124
C 3.65539 -0.03964 1.51897 0.01 -0.29 -0.17 -0.316
N 4.22567 -1.28359 1.00793 0.01 0.03 -0.01 -0.141
C 3.70548 -1.93595 -0.20402 0.02 0.23 0.20 -0.323
P 2.34067 -1.02538 -1.10200 0.07 -0.32 -0.06 0.964
C 2.26615 -2.26553 -2.48382 -0.15 0.09 0.05 -0.357
C 1.31029 -3.27668 -2.38261 -0.08 -0.24 0.00 -0.109
C 1.09590 -4.17815 -3.42245 0.07 0.14 0.13 -0.094
C 1.83904 -4.07030 -4.59181 -0.01 0.02 0.01 -0.118
C 2.79252 -3.06663 -4.70736 0.05 0.12 0.13 -0.096
C 3.00132 -2.16981 -3.66032 0.12 -0.06 -0.22 -0.094
C 3.09680 0.44361 -1.70414 -0.08 0.50 -0.08 -0.470
C 2.26594 1.66252 -1.62798 0.34 -0.39 -0.21 -0.502
C 2.76729 2.90605 -2.23434 0.38 -0.10 0.24 -0.529
C 4.08623 2.87809 -2.87215 -0.18 -0.02 0.13 -0.176
C 4.88891 1.75504 -2.75245 -0.13 0.01 0.00 -0.158
C 4.42521 0.56650 -2.17350 -0.06 0.08 0.07 -0.156
C 5.53885 -1.59217 1.34898 -0.24 0.01 -0.02 -0.229
C 6.42455 -0.65588 1.90477 0.16 -0.05 0.06 -0.026
C 7.72916 -1.01391 2.22220 -0.10 -0.01 -0.03 -0.109
C 8.20225 -2.29974 1.99401 -0.07 0.04 -0.03 -0.133
C 7.33237 -3.23172 1.43823 -0.07 0.04 0.00 -0.109
C 6.02669 -2.89069 1.12207 0.12 -0.06 -0.01 -0.032
P 1.84195 -0.08124 2.01418 0.04 0.09 0.34 1.065
C 1.85759 -1.50846 3.17629 -0.05 0.10 0.07 -0.343
C 1.83170 -1.43515 4.56658 0.01 -0.03 0.09 -0.089
C 1.81601 -2.59200 5.34183 -0.01 0.08 -0.06 -0.095
C 1.81014 -3.84003 4.73780 -0.01 0.03 -0.02 -0.103
C 1.78709 -3.92744 3.35161 0.00 0.08 0.00 -0.082
C 1.79934 -2.77262 2.58415 0.04 -0.07 -0.02 -0.103
C 1.89834 1.41649 3.10629 -0.12 -0.08 -0.31 -0.359
C 1.02329 2.44361 2.75573 -0.01 0.18 -0.01 -0.134
C 1.06890 3.68116 3.39645 -0.19 -0.17 -0.19 -0.101
C 1.98226 3.89865 4.41044 0.13 0.00 0.19 -0.105
C 2.85759 2.88369 4.77882 -0.02 -0.16 -0.11 -0.089
C 2.82019 1.65896 4.11961 0.19 0.13 0.21 -0.109
H 3.75750 0.78775 0.81478 -0.02 0.18 -0.09 0.043
H 4.18975 0.22288 2.42456 0.09 -0.07 0.07 0.058
H 3.30224 -2.93077 0.01622 0.00 -0.05 0.03 0.070
H 4.52776 -2.08601 -0.90611 0.12 0.00 -0.03 0.082
H 0.71004 -3.35990 -1.47813 -0.01 0.02 -0.07 0.100
H 0.33836 -4.94707 -3.32179 0.01 0.03 0.00 0.102
H 1.66540 -4.75551 -5.41391 0.01 0.00 0.02 0.092
H 3.37236 -2.97184 -5.61894 -0.02 0.01 0.01 0.095
H 3.72523 -1.36639 -3.76925 -0.08 -0.06 0.00 0.095
H 1.19224 1.52197 -1.62975 -0.05 0.03 0.01 0.079
H 2.02968 3.59522 -2.62159 -0.05 -0.01 -0.04 0.091
H 4.43678 3.76893 -3.37903 0.02 0.01 0.07 0.076
H 5.89755 1.77642 -3.15567 -0.03 0.01 0.01 0.082
H 5.10423 -0.28184 -2.11816 -0.07 0.04 -0.03 0.084
H 6.11032 0.36806 2.05123 0.04 -0.02 -0.01 0.101
H 8.38969 -0.26053 2.63708 -0.01 -0.01 -0.01 0.093
H 9.22602 -2.56533 2.22892 -0.04 0.00 0.02 0.084
H 7.66943 -4.24697 1.25674 -0.01 0.04 -0.01 0.093
H 5.36109 -3.63961 0.71225 0.05 0.03 0.01 0.102
H 1.80514 -0.46922 5.05982 0.03 -0.08 -0.06 0.074
H 1.80153 -2.51216 6.42343 -0.01 0.00 -0.02 0.095
H 1.79300 -4.73918 5.34184 -0.01 0.01 0.00 0.097
H 1.72629 -4.89289 2.86407 0.01 0.02 0.01 0.108
H 1.72962 -2.85507 1.50496 0.00 0.01 0.03 0.088
H 0.33837 2.29376 1.92927 -0.03 0.01 0.00 0.097
H 0.40894 4.48003 3.07442 0.02 -0.05 -0.01 0.109
H 2.02754 4.86151 4.90492 0.01 0.00 0.00 0.097
H 3.58804 3.05256 5.56029 0.01 -0.01 0.02 0.096
H 3.53942 0.89365 4.39221 -0.02 0.02 0.01 0.103
S 2.68584 3.03138 -0.30855 0.02 -0.03 -0.13 0.694
C -1.21080 1.87497 7.56113 -0.02 0.04 0.09 -0.083
C -0.47332 1.54712 6.26948 -0.12 -0.16 -0.11 -0.251
N -1.20720 0.61582 5.42577 -0.01 0.06 0.02 -0.016
C -2.25849 0.93337 4.60357 0.27 -0.18 0.02 -0.847
S -3.40922 -0.22487 4.26847 -0.23 0.17 0.04 0.681
N -2.23070 2.17595 4.08048 -0.22 0.02 -0.01 0.012
C -3.12582 2.62033 3.00690 0.14 -0.02 0.04 -0.252
C -4.48550 3.08877 3.48920 -0.08 -0.01 0.11 -0.091
H -0.64280 2.59179 8.16207 -0.03 -0.05 -0.03 0.068
H -1.36518 0.97263 8.15794 -0.01 0.04 -0.02 0.071
H -2.18971 2.30549 7.33919 0.04 -0.01 0.01 0.074
H 0.49985 1.10294 6.48088 0.05 -0.02 0.02 0.105
H -0.26528 2.46041 5.72155 0.09 0.09 -0.10 0.087
H -1.29699 -0.32726 5.77046 0.03 -0.02 0.03 0.100
H -1.34163 2.64444 4.12985 0.05 0.07 -0.02 0.089
H -3.23951 1.81172 2.28843 -0.02 -0.03 -0.06 0.086
H -2.61297 3.44154 2.50645 0.03 -0.01 -0.08 0.114
H -5.01899 2.26988 3.97506 0.04 0.06 -0.03 0.048
H -5.07495 3.43321 2.63525 0.05 -0.01 0.05 0.072
H -4.37849 3.91430 4.19962 -0.03 -0.03 -0.04 0.068
S -2.32444 2.78187 -2.00646 -0.26 0.05 0.22 0.484
C -3.86819 3.36606 -1.48871 -0.16 -0.17 0.10 -0.909
N -3.83216 4.48096 -0.63685 0.07 0.16 -0.04 -0.019
C -4.96331 5.28180 -0.43656 0.13 -0.07 0.00 -0.166
C -6.17519 4.74307 -0.78826 0.01 -0.03 -0.03 -0.169
C -6.19173 3.49495 -1.39637 0.43 -0.22 -0.09 -0.198
N -5.02657 2.84008 -1.80455 -0.26 0.20 -0.04 0.000
H -2.91225 4.87616 -0.54510 0.03 0.03 0.01 0.079
H -4.81650 6.25714 0.00133 0.02 -0.01 0.03 0.078
H -7.09081 5.29518 -0.61505 0.00 -0.02 0.03 0.076
H -7.12681 3.01187 -1.65218 0.06 -0.04 -0.03 0.066
O -0.58491 -0.45741 -2.61076 -0.16 -0.45 -1.20 -0.733
S -1.51359 -1.30898 -3.43308 0.14 0.31 -0.05 0.929
C -3.01279 -0.31197 -3.58823 -0.15 -0.12 -0.03 -0.291
C -4.03583 -0.93222 -4.49865 0.13 0.06 0.07 -0.257
C -4.41192 -2.26892 -4.36188 0.00 -0.05 0.04 -0.037
C -5.35426 -2.82590 -5.21655 0.01 0.07 0.01 -0.085
C -5.94074 -2.05357 -6.21229 0.04 0.00 0.04 -0.111
C -5.58549 -0.71714 -6.33967 0.03 0.00 0.05 -0.092
C -4.63810 -0.16225 -5.48841 -0.02 0.01 -0.11 -0.039
C -0.89557 -1.15238 -5.14084 0.15 0.20 -0.02 -0.247
C -0.33872 0.22050 -5.38324 0.07 -0.02 -0.12 -0.264
C 0.89989 0.57212 -4.84559 0.03 -0.02 0.01 -0.021
C 1.41716 1.84717 -5.03231 -0.06 -0.05 -0.05 -0.053
C 0.68973 2.79108 -5.75009 -0.04 -0.12 0.01 -0.083
C -0.55141 2.45508 -6.27736 0.07 -0.03 0.07 -0.087
C -1.05996 1.17509 -6.09498 0.06 0.00 -0.01 -0.052
H -2.70054 0.69358 -3.87277 -0.09 0.02 -0.01 0.050
H -3.39364 -0.24463 -2.56901 0.06 0.06 0.02 0.072
H -3.97956 -2.86834 -3.56533 -0.03 0.05 -0.06 0.109
H -5.63899 -3.86390 -5.09463 0.00 0.01 0.01 0.098
H -6.67953 -2.48752 -6.87582 0.01 0.00 0.01 0.090
H -6.05137 -0.10010 -7.09863 0.00 0.00 0.00 0.095
H -4.37239 0.88637 -5.57175 -0.01 -0.05 0.01 0.117
H -1.72342 -1.40752 -5.80478 0.04 -0.02 -0.02 0.095
H -0.12379 -1.92231 -5.20259 0.02 0.03 -0.06 0.079
H 1.45276 -0.15089 -4.25224 -0.06 0.11 -0.10 0.094
H 2.37878 2.10378 -4.59461 -0.11 -0.06 -0.12 0.087
H 1.08529 3.79102 -5.88534 -0.02 -0.01 0.02 0.097
H -1.13437 3.19398 -6.81361 0.01 -0.01 -0.01 0.095
H -2.02812 0.91289 -6.50614 -0.03 0.00 0.00 0.099
```
Forces are in eV/Å.